Computed, not measured: a cluster of 14 separate species, C5H39N4O16S in total in a non-equilibrium geometry, with ωB97M-V/def2-TZVPD.

Geometry (Å):
N -2.769 -0.852 -1.825
C -2.614 -1.398 -0.467
C -1.762 -0.524 0.372
N -0.340 -0.474 -0.166
C 0.366 0.383 0.587
N 1.481 0.006 1.164
C 2.362 0.845 1.946
S 2.139 0.354 3.683
O 3.067 1.002 4.534
O 2.112 -1.061 3.766
N -0.099 1.645 0.689
C -1.436 1.743 0.059
O -2.277 0.769 0.572
H -3.649 -1.214 -2.185
H -2.054 -1.299 -2.390
H -3.561 -1.597 0.004
H -2.121 -2.368 -0.529
H -1.700 -0.976 1.355
H 0.069 -1.397 -0.021
H 1.749 -0.969 1.066
H 3.386 0.650 1.651
H 2.133 1.902 1.903
H 0.886 0.793 3.983
H -0.224 1.891 1.667
H -1.854 2.704 0.299
H -1.333 1.678 -1.010
O 5.408 -0.448 2.956
H 4.629 -0.800 3.397
H 5.821 0.123 3.622
O -0.191 1.276 -3.002
H 0.669 1.150 -3.425
H -0.086 0.909 -2.116
O 3.363 3.742 2.479
H 4.183 3.589 1.995
H 3.530 3.363 3.352
O -5.603 -1.226 -2.314
H -5.812 -1.063 -3.246
H -6.333 -0.827 -1.829
O -3.078 -4.139 -2.114
H -3.649 -4.765 -1.650
H -3.684 -3.451 -2.414
O -2.554 2.899 -3.727
H -1.820 2.284 -3.857
H -2.811 2.775 -2.809
O -1.450 -0.607 3.751
H -0.602 -0.864 4.129
H -1.680 0.223 4.187
O 4.107 1.380 -1.408
H 3.319 1.044 -0.971
H 4.521 1.962 -0.761
O 1.957 -2.908 0.542
H 2.762 -3.098 0.044
H 2.097 -3.332 1.399
O 1.490 3.984 -3.804
H 0.920 3.330 -3.385
H 1.059 4.828 -3.629
O -3.187 -6.993 -1.746
H -2.849 -7.882 -1.593
H -2.414 -6.425 -1.653
O -4.556 0.150 -4.712
H -3.768 -0.110 -4.221
H -4.871 0.935 -4.248
O 6.693 2.057 4.202
H 5.818 2.259 4.555
H 6.694 2.440 3.317

Computed properties:
Gap between HOMO and LUMO = 9.317 eV
HOMO level = -12.777 eV
Net charge = +1
E_tot = -55366.2502 eV
E_LUMO = -3.4600 eV

=====

Computed, not measured: a cluster of 12 separate species, C32H92N20O16 in total in a non-equilibrium geometry, with ωB97M-V/def2-TZVPD.

Geometry (Å):
C 3.005 -2.236 -1.111
O 3.307 -3.613 -1.641
C 3.105 -3.675 -3.084
C 4.353 -3.304 -3.902
N 4.414 -1.886 -4.275
C 5.780 -1.369 -4.295
C 6.556 -1.209 -2.961
O 7.739 -0.387 -3.047
C 8.510 -0.252 -1.925
H 3.404 -1.427 -1.723
H 3.187 -2.155 -0.039
H 1.926 -2.107 -1.033
H 2.156 -3.219 -3.367
H 2.884 -4.738 -3.181
H 4.076 -3.862 -4.797
H 5.283 -3.784 -3.599
H 3.720 -1.414 -3.713
H 5.589 -0.400 -4.756
H 6.280 -1.860 -5.130
H 6.825 -2.223 -2.666
H 5.823 -0.947 -2.198
H 9.305 0.430 -2.228
H 8.993 -1.123 -1.481
H 7.982 0.334 -1.173
C -1.026 0.122 8.804
O -1.140 -0.197 7.491
C -1.734 0.759 6.653
C -1.739 0.231 5.204
N -0.351 0.006 4.763
C -0.154 -1.246 4.062
C -0.287 -2.410 5.005
O 0.990 -2.718 5.570
C 1.501 -1.877 6.550
H -0.529 1.091 8.756
H -0.331 -0.565 9.286
H -2.013 0.172 9.264
H -1.179 1.696 6.680
H -2.748 1.043 6.935
H -1.933 1.091 4.563
H -2.370 -0.628 4.974
H 0.021 -0.305 5.649
H 0.823 -1.289 3.582
H -0.907 -1.503 3.316
H -0.537 -3.231 4.333
H -0.945 -2.412 5.873
H 0.883 -1.856 7.447
H 1.884 -0.919 6.200
H 2.350 -2.455 6.915
C 2.484 3.476 -3.103
O 2.110 2.344 -2.305
C 0.756 2.220 -1.891
C 0.374 3.217 -0.836
N 0.935 2.731 0.500
C 0.884 3.652 1.605
C 1.291 5.064 1.327
O 2.334 5.215 0.497
C 2.829 6.487 0.282
H 1.931 3.527 -4.041
H 3.550 3.417 -3.323
H 2.258 4.397 -2.566
H 0.718 1.194 -1.523
H -0.020 2.306 -2.652
H -0.697 3.415 -0.818
H 0.897 4.154 -1.031
H 1.935 2.734 0.359
H 1.563 3.269 2.368
H -0.053 3.634 2.162
H 1.502 5.515 2.297
H 0.426 5.634 0.988
H 3.657 6.407 -0.423
H 3.196 6.942 1.202
H 2.052 7.149 -0.098
C -7.668 -0.521 -5.919
O -6.681 -0.158 -4.960
C -6.400 -1.093 -3.942
C -6.619 -0.362 -2.546
N -5.474 0.380 -2.022
C -4.760 1.347 -2.845
C -3.329 1.497 -2.496
O -2.812 2.795 -2.913
C -2.554 2.916 -4.231
H -8.621 -0.854 -5.507
H -7.248 -1.314 -6.538
H -7.817 0.415 -6.458
H -5.351 -1.379 -4.026
H -6.979 -1.995 -4.137
H -6.914 -1.069 -1.770
H -7.398 0.399 -2.564
H -5.843 0.901 -1.239
H -5.239 2.311 -2.673
H -4.952 1.140 -3.898
H -2.697 0.756 -2.985
H -3.228 1.405 -1.414
H -1.849 3.733 -4.382
H -3.456 3.040 -4.831
H -2.014 2.080 -4.677
N -0.800 -3.575 -1.647
C -2.068 -3.412 -2.044
N -2.772 -4.491 -2.104
O -2.528 -2.315 -2.310
H -0.341 -2.678 -1.567
H -0.312 -4.452 -1.537
H -3.714 -4.364 -2.443
H -2.425 -5.372 -1.753
N -0.059 -5.317 1.204
C 0.616 -5.208 2.340
N 0.974 -3.958 2.415
O 0.713 -6.173 3.132
H -0.354 -4.482 0.718
H -0.452 -6.239 1.080
H 0.765 -3.372 1.619
H 1.508 -3.691 3.230
N -2.851 1.299 1.626
C -3.158 2.569 1.347
N -4.063 2.750 0.476
O -2.689 3.442 1.969
H -3.357 0.516 1.238
H -1.955 1.158 2.069
H -4.418 3.675 0.279
H -4.598 1.961 0.143
N -6.104 -1.478 2.247
C -5.694 -0.611 1.334
N -4.913 -1.229 0.469
O -5.987 0.575 1.222
H -6.999 -1.322 2.688
H -5.601 -2.294 2.564
H -4.820 -2.228 0.589
H -4.599 -0.678 -0.317
N 4.134 1.667 4.091
C 3.276 0.852 3.601
N 2.150 0.923 4.372
O 3.359 0.205 2.520
H 3.956 2.385 4.779
H 4.871 1.768 3.407
H 2.010 1.789 4.872
H 1.365 0.408 3.997
N -0.950 -0.587 -0.468
C -0.102 -0.898 0.457
N 0.490 0.085 1.136
O 0.244 -2.030 0.597
H -0.907 0.404 -0.660
H -1.724 -1.229 -0.565
H 1.197 -0.179 1.808
H 0.259 1.068 1.130
N -0.470 -2.676 -4.798
C 0.149 -1.569 -4.742
N -0.109 -0.905 -3.624
O 0.969 -1.157 -5.491
H -0.004 -3.400 -5.328
H -1.240 -2.850 -4.169
H 0.245 0.038 -3.694
H -0.932 -1.185 -3.109
N 5.406 2.676 -0.626
C 4.853 2.234 0.363
N 3.759 1.535 0.038
O 5.290 2.306 1.581
H 6.116 3.393 -0.577
H 5.001 2.573 -1.545
H 3.453 1.643 -0.919
H 3.202 1.062 0.736

Computed properties:
Energy above the lowest of the compared OMol25 structures with the same formula, charge and spin = 669.2 kJ/mol
Gap between HOMO and LUMO = 8.012 eV
SMILES = COCCNCCOC.COCCNCCOC.COCCNCCOC.COCCNCCOC.NC(N)=O.NC(N)=O.NC(N)=O.NC(N)=O.NC(N)=O.NC(N)=O.NC(N)=O.NC(N)=O
HOMO level = -8.160 eV
Net charge = 0
E_tot = -97234.7252 eV
E_LUMO = -0.1476 eV

=====

Computed, not measured: a structure of composition C27H56N13OS3SbW, with ωB97M-V/def2-TZVPD.

Geometry (Å):
W 0.383 -0.426 -0.257
C -1.910 5.688 1.342
N -0.800 4.856 1.816
C -0.147 5.481 2.960
C -1.148 3.491 1.941
N -1.322 2.723 0.941
C -1.319 3.271 -0.392
C -0.712 2.391 -1.483
N -1.037 0.933 -1.504
C -2.373 0.678 -0.938
C -2.693 -0.789 -0.966
N -1.602 -1.629 -0.404
C -2.081 -2.774 0.084
N -1.359 -3.805 0.535
C 0.083 -3.883 0.488
C -1.998 -4.954 1.185
N -3.469 -2.982 0.098
C -4.100 -3.523 -1.083
C -4.238 -2.949 1.325
C -0.988 0.506 -2.940
C -0.378 -0.868 -3.130
N 0.864 -0.870 -2.363
C 1.932 -1.411 -2.940
N 3.172 -0.952 -2.704
C 3.400 0.420 -2.269
C 4.328 -1.846 -2.683
N 1.787 -2.439 -3.823
C 0.871 -3.532 -3.541
C 2.656 -2.624 -4.972
N -1.421 3.000 3.245
C -0.280 2.448 3.966
C -2.565 2.093 3.279
H -2.576 5.967 2.168
H -2.503 5.163 0.598
H -1.517 6.599 0.890
H -0.029 6.541 2.739
H 0.849 5.068 3.109
H -0.726 5.375 3.883
H -0.794 4.233 -0.459
H -2.358 3.474 -0.673
H 0.371 2.454 -1.500
H -1.064 2.831 -2.422
H -3.141 1.220 -1.506
H -2.370 1.041 0.088
H -2.928 -1.116 -1.983
H -3.605 -0.914 -0.389
H 0.488 -3.108 -0.145
H 0.369 -4.852 0.073
H 0.520 -3.790 1.483
H -2.924 -5.222 0.686
H -2.194 -4.753 2.239
H -1.312 -5.795 1.110
H -3.361 -3.673 -1.872
H -4.879 -2.855 -1.469
H -4.567 -4.492 -0.874
H -3.631 -2.583 2.150
H -4.612 -3.939 1.606
H -5.099 -2.282 1.210
H -0.363 1.221 -3.473
H -1.995 0.563 -3.361
H -0.187 -1.027 -4.194
H -1.059 -1.652 -2.797
H 2.750 0.691 -1.442
H 3.255 1.117 -3.098
H 4.426 0.497 -1.919
H 3.995 -2.880 -2.682
H 4.873 -1.677 -1.755
H 4.989 -1.674 -3.534
H 0.325 -3.331 -2.624
H 1.432 -4.461 -3.410
H 0.162 -3.670 -4.361
H 3.180 -1.698 -5.194
H 2.040 -2.887 -5.834
H 3.390 -3.420 -4.822
H 0.539 3.160 4.000
H 0.077 1.519 3.505
H -0.580 2.238 4.992
H -3.431 2.583 2.835
H -2.792 1.872 4.322
H -2.383 1.156 2.747
S 5.744 -0.456 1.081
Sb 4.971 -1.773 2.671
S 2.699 -2.263 2.088
S 2.472 -1.670 0.119
C 3.414 2.443 2.015
C 3.474 3.182 0.683
C 2.162 2.776 0.033
O 1.845 1.454 0.545
C 2.795 1.127 1.601
H 2.781 2.975 2.725
H 4.394 2.295 2.465
H 4.323 2.831 0.095
H 3.550 4.264 0.786
H 2.246 2.732 -1.052
H 1.350 3.451 0.307
H 3.546 0.450 1.194
H 2.242 0.618 2.386
N -0.032 -0.513 1.751
C -0.340 -1.050 2.749
N -0.609 -1.521 3.886
C -1.448 -2.513 4.099
N -2.166 -3.393 4.322

Computed properties:
Gap between HOMO and LUMO (alpha / beta) = 6.053 / 6.878 eV
HOMO level (alpha / beta) = -9.532 / -10.362 eV
Net charge = +1
Spin multiplicity = 4
E_tot = -91188.6553 eV
E_LUMO (alpha / beta) = -3.4797 / -3.4841 eV
⟨S²⟩ = 3.769